No. 1
Computed, not measured: 7 unconnected molecules or ions with the total composition C14H42O14, with wB97M-V/def2-TZVPD.

Positions of all 70 atoms, in Å:
C -3.981 5.422 -1.683
C -2.760 5.009 -2.533
O -1.704 5.935 -2.528
O -4.609 6.351 -2.570
H -3.749 5.797 -0.686
H -4.676 4.618 -1.444
H -3.137 4.906 -3.551
H -2.349 4.156 -1.994
H -2.025 6.787 -2.832
H -5.262 6.888 -2.115
C 0.601 -4.581 -2.662
C -0.819 -4.082 -3.007
O -1.691 -5.025 -3.655
O 1.235 -5.134 -3.779
H 0.679 -5.192 -1.763
H 1.140 -3.671 -2.396
H -0.689 -3.095 -3.449
H -1.376 -3.877 -2.092
H -1.177 -5.510 -4.305
H 0.847 -5.986 -3.991
C -3.006 0.883 -4.308
C -3.853 0.614 -2.969
O -5.275 0.693 -3.196
O -2.625 2.203 -4.476
H -3.593 0.509 -5.146
H -2.092 0.299 -4.194
H -3.610 1.136 -2.043
H -3.590 -0.396 -2.654
H -5.666 0.385 -2.375
H -2.191 2.325 -5.323
C 4.060 -0.262 4.070
C 4.745 -1.611 3.608
O 3.973 -2.776 4.003
O 2.927 0.211 3.278
H 4.757 0.577 4.090
H 3.550 -0.340 5.030
H 5.748 -1.797 3.995
H 4.883 -1.542 2.529
H 3.980 -2.750 4.963
H 2.350 -0.535 3.099
C 2.429 -3.017 1.013
C 2.469 -2.112 -0.200
O 3.142 -2.717 -1.355
O 1.951 -2.280 2.082
H 3.355 -3.441 1.402
H 1.678 -3.779 0.805
H 3.059 -1.308 0.239
H 1.473 -1.697 -0.353
H 3.830 -3.240 -0.937
H 2.412 -2.629 2.848
C -0.774 0.610 -1.403
C 0.372 0.851 -0.341
O 0.314 0.064 0.856
O -0.402 -0.518 -2.232
H -1.000 1.489 -2.005
H -1.711 0.396 -0.889
H 0.340 1.929 -0.179
H 1.344 0.610 -0.770
H 1.046 -0.504 1.107
H 0.554 -0.563 -2.297
C 0.201 1.968 4.850
C 0.614 0.942 5.985
O 1.547 1.364 6.849
O -0.921 1.411 4.147
H 1.049 2.217 4.211
H -0.191 2.787 5.451
H 0.981 0.036 5.504
H -0.298 0.597 6.472
H 1.926 2.238 6.726
H -0.763 0.753 3.467

Frontier orbital gap (hartree): 0.37397
SMILES: OCCO.OCCO.OCCO.OCCO.OCCO.OCCO.OCCO
Charge: 0

No. 2
Computed, not measured: a molecular structure, C14H43AsF6O7, with wB97M-V/def2-TZVPD.

Positions of all 71 atoms, in Å:
O -1.175 -2.683 4.522
H -1.256 -2.996 5.427
H -1.957 -2.859 3.994
H -0.914 -1.760 4.551
As 0.943 0.806 0.483
F 1.797 -0.261 1.686
F 1.009 2.254 1.468
F 0.021 1.798 -0.718
F 0.880 -0.726 -0.528
F -0.630 0.269 1.224
F 2.514 1.132 -0.392
C 0.561 -8.029 -1.300
C 0.521 -6.584 -1.750
O 0.137 -5.842 -0.630
H 1.446 -8.132 -0.671
H 0.831 -8.741 -2.079
H -0.368 -8.390 -0.858
H -0.139 -6.397 -2.598
H 1.521 -6.266 -2.044
H 0.203 -4.937 -0.944
C 0.300 -0.457 -6.606
C -0.029 1.018 -6.705
O -0.495 1.336 -7.973
H -0.412 -1.038 -7.193
H 0.295 -0.782 -5.566
H 1.305 -0.564 -7.013
H 0.809 1.673 -6.465
H -0.817 1.175 -5.969
H -0.756 2.247 -7.819
C -4.526 -3.216 -2.093
C -3.985 -1.818 -2.533
O -4.301 -0.858 -1.551
H -5.544 -3.520 -2.335
H -4.519 -3.393 -1.017
H -3.994 -4.044 -2.561
H -4.367 -1.524 -3.511
H -2.898 -1.772 -2.477
H -3.534 -0.303 -1.395
C 3.028 7.870 -1.712
C 1.673 7.420 -1.058
O 1.799 7.339 0.404
H 2.990 7.768 -2.796
H 3.857 7.190 -1.514
H 3.208 8.939 -1.600
H 1.282 6.488 -1.467
H 0.951 8.204 -1.285
H 1.786 6.430 0.712
C -4.460 5.122 2.761
C -3.832 5.133 4.150
C -4.924 5.140 5.303
O -2.888 3.984 4.306
H -3.892 5.783 2.107
H -5.479 5.503 2.836
H -4.455 4.087 2.419
H -3.225 6.015 4.352
H -5.559 4.254 5.335
H -5.505 6.056 5.200
H -4.361 5.208 6.234
H -2.372 3.947 3.498
C 4.739 -4.678 2.093
C 5.212 -3.934 3.300
C 5.951 -2.640 2.888
O 4.074 -3.589 4.045
H 4.126 -5.496 2.473
H 5.579 -5.067 1.516
H 4.110 -4.079 1.434
H 5.848 -4.436 4.029
H 6.062 -1.913 3.692
H 5.472 -2.141 2.045
H 6.952 -2.952 2.592
H 3.776 -2.769 3.644

Frontier orbital gap (hartree): 0.24781
Charge: 0